1.
The following is a quantum chemistry calculation of a 7-piece molecular cluster, C58H68BF6I2N3O7PS overall at a distorted geometry, from OMol25.

Molecular weight = 1360.85 u
Calculated total energy = -4899.938737 Ha
HOMO = -10.371 eV
Orbital gap = 6.24 eV
E_LUMO = -4.1 eV
Total charge = +1

Positions of all 147 atoms, in Å:
C (2.482, 0.427, 2.196)
C (1.964, -0.691, 1.459)
C (1.315, -2.231, 1.092)
P (2.963, -3.267, 1.222)
O (4.158, -2.396, 1.883)
O (3.654, -4.006, -0.126)
O (2.812, -4.591, 2.410)
C (0.824, -1.832, -0.404)
C (1.779, -2.267, -1.687)
B (0.841, -0.195, -0.825)
O (2.050, 0.499, -1.402)
O (-0.359, 0.666, -0.859)
C (-0.115, 2.005, -0.310)
C (0.120, 3.066, -1.539)
O (-0.534, -2.202, -0.794)
C (-1.504, -2.308, 0.257)
C (-2.880, -1.477, -0.210)
C (-3.773, -2.511, -1.177)
C (-5.200, -1.765, -1.496)
C (-6.228, -1.650, -0.226)
C (-6.045, -2.799, 0.929)
O (-7.146, -2.617, 1.905)
C (-6.777, -1.609, 2.928)
C (-0.994, -1.845, 1.786)
N (-1.115, -0.380, 1.843)
C (-2.121, 0.123, 2.616)
S (-3.571, 0.594, 3.432)
N (0.287, -2.578, 2.144)
C (0.894, -2.292, 3.518)
C (0.451, -1.078, 4.435)
C (-0.841, -1.196, 5.430)
N (-0.936, 0.162, 6.158)
C (-0.287, -3.936, 2.387)
I (-1.598, -4.404, 4.206)
C (-0.306, -5.197, 1.647)
C (-1.014, -6.641, 2.120)
I (0.539, -5.395, -0.276)
H (2.707, 1.445, 2.762)
H (4.652, -4.055, -0.037)
H (3.642, -4.600, 2.999)
H (2.915, -1.937, -1.514)
H (1.813, -3.383, -1.964)
H (1.473, -1.702, -2.694)
H (2.505, 1.027, -0.679)
H (0.795, 2.024, 0.425)
H (-1.084, 2.357, 0.291)
H (0.242, 2.527, -2.584)
H (-0.806, 3.787, -1.554)
H (1.081, 3.725, -1.280)
H (-1.913, -3.431, 0.245)
H (-2.657, -0.542, -0.870)
H (-3.601, -1.259, 0.710)
H (-3.189, -2.709, -2.183)
H (-3.897, -3.582, -0.667)
H (-4.942, -0.654, -1.845)
H (-5.770, -2.350, -2.350)
H (-7.321, -1.765, -0.661)
H (-6.178, -0.577, 0.258)
H (-5.040, -2.726, 1.535)
H (-6.140, -3.909, 0.531)
H (-6.107, -0.748, 2.453)
H (-7.747, -1.085, 3.341)
H (-6.191, -2.084, 3.841)
H (-1.948, -2.188, 2.421)
H (0.928, -3.259, 4.231)
H (2.092, -2.193, 3.525)
H (0.356, 0.002, 3.929)
H (1.333, -0.873, 5.227)
H (-0.571, -1.993, 6.275)
H (-1.861, -1.430, 4.912)
H (-1.707, 0.152, 6.863)
H (-1.119, 0.892, 5.419)
H (-2.201, -6.561, 2.158)
H (-0.557, -7.039, 3.149)
H (-0.805, -7.520, 1.366)
F (2.811, 3.725, -0.703)
C (3.725, 4.645, -1.038)
C (4.910, 4.244, -1.644)
C (5.860, 5.202, -1.997)
C (5.618, 6.552, -1.730)
C (4.428, 6.945, -1.117)
C (3.473, 5.987, -0.774)
H (5.085, 3.190, -1.836)
H (6.787, 4.900, -2.478)
H (6.361, 7.299, -2.002)
H (4.243, 7.996, -0.906)
H (2.539, 6.276, -0.305)
F (4.298, 5.064, -4.391)
C (4.028, 4.232, -5.406)
C (3.950, 4.734, -6.700)
C (3.674, 3.867, -7.758)
C (3.468, 2.508, -7.507)
C (3.543, 2.015, -6.203)
C (3.830, 2.880, -5.148)
H (4.105, 5.793, -6.875)
H (3.619, 4.248, -8.774)
H (3.248, 1.833, -8.331)
H (3.378, 0.958, -6.010)
H (3.901, 2.512, -4.130)
F (8.786, 4.502, -2.626)
C (9.117, 3.204, -2.672)
C (10.429, 2.823, -2.412)
C (10.773, 1.472, -2.454)
C (9.802, 0.517, -2.767)
C (8.489, 0.910, -3.030)
C (8.143, 2.260, -2.977)
H (11.171, 3.580, -2.180)
H (11.794, 1.163, -2.245)
H (10.072, -0.536, -2.804)
H (7.736, 0.165, -3.277)
H (7.126, 2.582, -3.171)
F (-12.796, -1.197, 2.071)
C (-12.176, -1.839, 3.070)
C (-12.866, -2.099, 4.249)
C (-12.223, -2.772, 5.288)
C (-10.892, -3.169, 5.139)
C (-10.206, -2.900, 3.954)
C (-10.853, -2.236, 2.912)
H (-13.897, -1.775, 4.349)
H (-12.756, -2.986, 6.210)
H (-10.389, -3.690, 5.951)
H (-9.169, -3.206, 3.843)
H (-10.337, -2.027, 1.980)
F (-3.602, -3.065, -4.599)
C (-2.558, -3.850, -4.896)
C (-2.595, -4.634, -6.044)
C (-1.506, -5.447, -6.356)
C (-0.394, -5.475, -5.510)
C (-0.368, -4.689, -4.357)
C (-1.453, -3.867, -4.051)
H (-3.470, -4.605, -6.685)
H (-1.522, -6.057, -7.255)
H (0.453, -6.113, -5.752)
H (0.496, -4.716, -3.698)
H (-1.446, -3.243, -3.164)
F (0.538, 5.746, 1.818)
C (1.314, 6.262, 2.779)
C (0.726, 6.908, 3.861)
C (1.534, 7.441, 4.865)
C (2.923, 7.332, 4.771)
C (3.505, 6.686, 3.679)
C (2.696, 6.144, 2.680)
H (-0.355, 6.991, 3.914)
H (1.083, 7.941, 5.719)
H (3.554, 7.752, 5.552)
H (4.587, 6.606, 3.605)
H (3.131, 5.631, 1.829)

***

2.
The following is a quantum chemistry calculation of C58H74BrCl2N8O5RbS2Si as an isolated structure at a distorted geometry, from OMol25.

Molecular weight = 1291.78 u
Calculated total energy = -7673.184454 Ha
HOMO = -0.955 eV
Orbital gap = 3.59 eV
Energy relative to the best compared isomer or geometry (same formula, charge and spin) = 0.7 kcal per mole
E_LUMO = 2.6 eV
Total charge = -2

Positions of all 152 atoms, in Å:
Rb (-0.064, 0.193, 0.072)
Cl (3.372, -0.247, 1.348)
C (4.066, -1.600, 2.184)
C (5.366, -1.502, 2.629)
C (5.951, -2.566, 3.302)
C (5.221, -3.731, 3.495)
C (3.928, -3.813, 3.036)
Cl (3.061, -5.287, 3.317)
C (3.264, -2.752, 2.378)
S (1.645, -2.856, 1.901)
H (5.926, -0.595, 2.450)
H (6.963, -2.496, 3.671)
H (5.653, -4.576, 4.012)
C (-0.370, 6.196, 0.117)
Si (-1.044, 4.567, 0.937)
C (-2.154, 5.159, 2.400)
C (0.488, 3.809, 1.796)
N (-1.668, 3.434, -0.144)
C (-2.668, 3.615, -1.013)
C (-3.424, 4.804, -1.135)
C (-4.403, 4.984, -2.084)
C (-4.669, 3.990, -3.011)
C (-3.966, 2.798, -2.924)
C (-3.036, 2.584, -1.925)
O (-2.361, 1.364, -1.844)
C (-3.006, 0.288, -2.361)
C (-4.328, -0.020, -2.029)
C (-4.961, -1.094, -2.624)
C (-4.291, -1.876, -3.553)
C (-2.969, -1.596, -3.856)
C (-2.320, -0.535, -3.255)
H (0.351, 6.731, 0.731)
H (-1.165, 6.896, -0.129)
H (0.123, 5.936, -0.817)
H (-1.613, 5.756, 3.130)
H (-2.556, 4.296, 2.922)
H (-3.000, 5.747, 2.056)
H (1.348, 4.470, 1.729)
H (0.760, 2.854, 1.358)
H (0.281, 3.647, 2.849)
H (-3.200, 5.594, -0.438)
H (-4.958, 5.916, -2.121)
H (-5.400, 4.133, -3.795)
H (-4.152, 2.018, -3.653)
H (-4.844, 0.595, -1.306)
H (-5.987, -1.324, -2.369)
H (-4.792, -2.708, -4.027)
H (-2.447, -2.201, -4.586)
H (-1.288, -0.306, -3.473)
C (2.080, -1.414, 6.479)
C (0.946, -2.016, 7.275)
S (-0.701, -1.535, 6.630)
O (-0.708, -1.566, 5.199)
O (-1.652, -2.370, 7.322)
C (-0.965, 0.158, 7.255)
C (-0.378, 1.258, 6.384)
N (-0.965, 1.302, 5.076)
C (-0.377, 0.998, 3.883)
N (-1.235, 1.082, 2.893)
C (-2.420, 1.434, 3.420)
C (-2.297, 1.578, 4.792)
N (-3.259, 1.952, 5.709)
O (-4.441, 1.970, 5.322)
O (-2.920, 2.251, 6.883)
C (1.037, 0.622, 3.676)
H (3.029, -1.890, 6.724)
H (2.178, -0.349, 6.679)
H (1.887, -1.564, 5.420)
H (0.929, -1.706, 8.317)
H (0.958, -3.102, 7.227)
H (-0.535, 0.176, 8.251)
H (-2.041, 0.280, 7.349)
H (0.696, 1.115, 6.267)
H (-0.559, 2.215, 6.887)
H (-3.291, 1.586, 2.816)
H (1.678, 0.876, 4.514)
H (1.404, 1.137, 2.791)
H (1.092, -0.454, 3.495)
C (-0.219, 4.119, -3.701)
C (0.414, 2.898, -4.303)
C (0.828, 2.907, -5.636)
C (1.393, 1.767, -6.192)
C (1.815, 1.776, -7.640)
C (1.561, 0.622, -5.438)
C (1.144, 0.549, -4.075)
C (0.571, 1.756, -3.560)
N (1.168, -0.452, -3.212)
C (1.661, -1.794, -3.321)
C (2.125, -2.363, -4.677)
C (2.577, -3.820, -4.533)
C (3.746, -3.915, -3.554)
C (3.300, -3.371, -2.199)
C (2.142, -4.212, -1.669)
C (0.982, -4.150, -2.659)
C (1.433, -4.687, -4.016)
C (0.523, -2.705, -2.811)
C (2.859, -1.920, -2.355)
H (-0.182, 4.960, -4.393)
H (0.279, 4.402, -2.777)
H (-1.260, 3.923, -3.451)
H (0.700, 3.797, -6.241)
H (1.638, 2.754, -8.085)
H (1.254, 1.035, -8.212)
H (2.875, 1.538, -7.745)
H (2.010, -0.227, -5.928)
H (0.228, 1.737, -2.535)
H (2.965, -1.775, -5.052)
H (1.307, -2.303, -5.399)
H (2.894, -4.188, -5.519)
H (4.600, -3.346, -3.931)
H (4.061, -4.958, -3.453)
H (4.137, -3.423, -1.493)
H (1.825, -3.829, -0.697)
H (2.464, -5.248, -1.529)
H (0.147, -4.758, -2.286)
H (0.599, -4.674, -4.724)
H (1.765, -5.726, -3.916)
H (0.177, -2.319, -1.849)
H (-0.314, -2.644, -3.510)
H (3.681, -1.318, -2.750)
H (2.568, -1.505, -1.389)
C (-3.210, -1.531, 1.957)
C (-4.403, -2.454, 2.297)
N (-4.166, -3.796, 1.773)
C (-3.973, -3.706, 0.329)
C (-2.744, -2.820, 0.012)
N (-2.184, -2.286, 1.248)
C (-1.752, -3.392, 2.098)
C (-2.950, -4.328, 2.386)
H (-2.756, -1.129, 2.863)
H (-3.518, -0.698, 1.322)
H (-5.333, -2.087, 1.856)
H (-4.544, -2.543, 3.376)
H (-4.890, -3.292, -0.103)
H (-3.842, -4.723, -0.050)
H (-3.028, -1.982, -0.626)
H (-1.962, -3.392, -0.498)
H (-1.345, -2.972, 3.021)
H (-0.948, -3.921, 1.582)
H (-3.131, -4.421, 3.460)
H (-2.788, -5.333, 1.985)
Br (6.833, 2.138, -2.216)
C (5.017, 2.584, -1.858)
C (4.557, 3.859, -2.142)
C (3.241, 4.146, -1.821)
C (2.465, 3.156, -1.226)
N (2.925, 1.942, -0.969)
C (4.170, 1.647, -1.287)
H (5.203, 4.599, -2.594)
H (2.832, 5.125, -2.026)
H (1.441, 3.347, -0.933)
H (4.501, 0.639, -1.076)

***

3.
The following is a quantum chemistry calculation of C58H75CoN7OP2 as an isolated structure at a distorted geometry, from OMol25.

Molecular weight = 1007.17 u
Calculated total energy = -4779.184420 Ha
HOMO (alpha / beta) = -3.391 / -4.141 eV
Spin multiplicity = 5
Orbital gap (alpha / beta) = 5.89 / 6.33 eV
Energy relative to the best compared isomer or geometry (same formula, charge and spin) = 0.0 kcal per mole
E_LUMO (alpha / beta) = 2.5 / 2.2 eV
Total charge = -1

Positions of all 144 atoms, in Å:
Co (-0.013, -0.166, -0.376)
C (4.273, -0.251, -1.243)
C (2.772, -0.276, -1.307)
N (2.042, -0.276, -0.242)
N (2.568, -0.260, 0.980)
C (1.628, -0.073, 1.914)
O (0.398, 0.101, 1.693)
C (2.090, -0.080, 3.320)
C (3.422, -0.319, 3.658)
C (3.819, -0.329, 4.984)
C (2.894, -0.097, 5.995)
C (1.565, 0.135, 5.665)
C (1.164, 0.143, 4.340)
C (2.061, -0.221, -2.560)
C (2.741, -0.209, -3.789)
C (2.051, -0.020, -4.962)
C (0.676, 0.181, -4.902)
C (0.070, 0.108, -3.664)
N (0.705, -0.142, -2.526)
H (4.572, -0.266, -0.198)
H (4.662, 0.659, -1.709)
H (4.717, -1.110, -1.754)
H (4.128, -0.494, 2.858)
H (4.854, -0.520, 5.238)
H (3.207, -0.097, 7.032)
H (0.836, 0.309, 6.447)
H (0.134, 0.322, 4.060)
H (3.814, -0.345, -3.789)
H (2.564, -0.008, -5.916)
H (0.094, 0.399, -5.786)
H (-1.001, 0.265, -3.596)
C (-2.815, 2.593, 1.239)
C (-3.546, 1.838, 0.123)
C (-3.052, 2.373, -1.229)
C (-5.051, 2.090, 0.197)
P (-2.923, 0.038, 0.182)
C (-4.014, -0.683, -1.124)
C (-5.386, -0.931, -1.067)
C (-6.069, -1.412, -2.174)
C (-5.401, -1.663, -3.365)
C (-4.034, -1.439, -3.434)
C (-3.357, -0.959, -2.324)
C (-3.527, -0.787, 1.790)
C (-4.849, -0.322, 2.408)
C (-3.585, -2.294, 1.509)
C (-2.420, -0.559, 2.825)
H (-2.897, 3.671, 1.073)
H (-1.753, 2.328, 1.237)
H (-3.233, 2.368, 2.223)
H (-3.279, 3.442, -1.302)
H (-3.540, 1.864, -2.063)
H (-1.974, 2.240, -1.316)
H (-5.225, 3.167, 0.091)
H (-5.492, 1.775, 1.142)
H (-5.575, 1.593, -0.620)
H (-5.945, -0.740, -0.163)
H (-7.138, -1.584, -2.109)
H (-5.945, -2.028, -4.227)
H (-3.492, -1.646, -4.349)
H (-2.287, -0.803, -2.349)
H (-5.701, -0.428, 1.739)
H (-4.789, 0.715, 2.741)
H (-5.048, -0.937, 3.292)
H (-4.333, -2.549, 0.757)
H (-3.839, -2.824, 2.433)
H (-2.608, -2.650, 1.166)
H (-2.376, 0.487, 3.135)
H (-1.448, -0.821, 2.409)
H (-2.609, -1.179, 3.709)
C (0.235, 1.699, -0.637)
C (0.865, 2.647, -1.129)
C (1.575, 3.604, -1.834)
C (2.816, 4.137, -1.308)
C (3.485, 3.477, -0.261)
C (4.686, 3.956, 0.229)
C (5.252, 5.116, -0.287)
C (4.586, 5.804, -1.295)
C (3.388, 5.327, -1.797)
C (1.096, 3.915, -3.187)
C (1.977, 4.049, -4.271)
C (1.506, 4.285, -5.551)
C (0.143, 4.396, -5.792)
C (-0.745, 4.246, -4.734)
C (-0.278, 4.001, -3.454)
H (3.052, 2.568, 0.143)
H (5.189, 3.418, 1.024)
H (6.196, 5.486, 0.095)
H (5.000, 6.726, -1.686)
H (2.867, 5.884, -2.565)
H (3.040, 3.932, -4.099)
H (2.208, 4.369, -6.374)
H (-0.223, 4.593, -6.793)
H (-1.812, 4.317, -4.912)
H (-0.974, 3.879, -2.635)
N (-0.356, -1.993, -0.230)
P (-0.103, -3.488, -0.093)
N (-1.259, -4.443, -0.908)
C (-0.983, -5.696, -1.584)
C (-2.194, -6.628, -1.487)
C (-3.443, -5.953, -2.056)
C (-3.658, -4.605, -1.368)
C (-2.395, -3.758, -1.499)
N (-0.215, -4.041, 1.499)
C (-0.908, -5.237, 1.946)
C (-1.329, -5.064, 3.400)
C (-0.096, -4.960, 4.310)
C (1.040, -4.183, 3.615)
C (0.484, -3.271, 2.526)
N (1.339, -4.254, -0.620)
C (1.948, -3.700, -1.819)
C (2.622, -4.793, -2.644)
C (3.666, -5.500, -1.780)
C (3.002, -6.037, -0.513)
C (2.299, -4.907, 0.243)
H (-0.108, -6.161, -1.136)
H (-0.764, -5.513, -2.651)
H (-2.367, -6.863, -0.432)
H (-1.988, -7.567, -2.011)
H (-4.318, -6.598, -1.925)
H (-3.308, -5.788, -3.131)
H (-3.867, -4.760, -0.305)
H (-4.506, -4.072, -1.808)
H (-2.505, -2.800, -1.005)
H (-2.211, -3.564, -2.569)
H (-0.273, -6.139, 1.864)
H (-1.777, -5.396, 1.308)
H (-1.959, -5.902, 3.710)
H (-1.928, -4.154, 3.476)
H (0.251, -5.965, 4.565)
H (-0.373, -4.467, 5.245)
H (1.753, -4.882, 3.171)
H (1.594, -3.579, 4.337)
H (1.284, -2.699, 2.052)
H (-0.187, -2.538, 2.996)
H (2.705, -2.957, -1.545)
H (1.173, -3.187, -2.391)
H (3.088, -4.345, -3.527)
H (1.870, -5.512, -2.983)
H (4.438, -4.776, -1.496)
H (4.149, -6.309, -2.334)
H (3.741, -6.513, 0.137)
H (2.258, -6.791, -0.788)
H (3.060, -4.196, 0.609)
H (1.775, -5.317, 1.105)